Record 1
{
  "formula": "C18H19BrF3O4TeTi",
  "method": "wB97M-V/def2-TZVPD",
  "species": ["Te", "Br", "Ti", "F", "F", "F", "O", "O", "O", "O", "C", "C", "C", "C", "C", "C", "C", "C", "C", "C", "C", "C", "C", "C", "C", "C", "C", "C", "H", "H", "H", "H", "H", "H", "H", "H", "H", "H", "H", "H", "H", "H", "H", "H", "H", "H", "H"],
  "coordinates": [[-0.075, 1.671, 1.991], [1.234, 1.048, -6.035], [-0.607, -0.746, 0.478], [-0.985, -3.811, 1.039], [-1.467, -2.766, -0.797], [-2.719, -4.394, -0.116], [1.483, -1.623, 0.832], [-3.549, -2.795, 2.019], [-0.264, -1.517, 2.850], [-2.728, -1.102, 0.741], [0.743, 5.213, -0.460], [-0.089, 0.016, -1.610], [0.691, 0.648, -4.241], [1.586, 0.834, -3.206], [-0.966, -0.104, -2.700], [-1.095, 4.105, -1.522], [1.187, 0.509, -1.912], [2.098, -2.579, -0.010], [-0.588, 0.177, -4.011], [-0.185, 5.152, -1.491], [0.995, -2.089, 3.127], [0.764, 4.231, 0.521], [-2.884, -2.302, 1.122], [1.988, -1.495, 2.150], [-1.244, -1.794, 3.838], [-0.143, 3.171, 0.498], [-2.027, -3.336, 0.310], [-1.079, 3.130, -0.534], [2.093, -0.426, 2.348], [2.577, 1.222, -3.406], [1.908, 0.666, -1.112], [0.939, -3.182, 3.029], [1.501, 4.279, 1.315], [-1.978, -0.467, -2.538], [-1.790, 2.316, -0.576], [-1.819, 4.040, -2.326], [2.057, -3.583, 0.424], [1.551, -2.565, -0.951], [-0.195, 5.911, -2.265], [2.957, -1.994, 2.240], [-2.175, -1.344, 3.507], [-0.938, -1.360, 4.796], [3.141, -2.308, -0.199], [-1.279, 0.043, -4.834], [1.461, 6.024, -0.424], [-1.391, -2.872, 3.948], [1.305, -1.849, 4.152]],
  "atomic_forces_ev_per_a": [[0.0, -0.1, -0.1], [0.0, 0.0, 0.0], [0.3, 1.1, -0.2], [-0.1, -0.1, 0.0], [0.1, 0.0, 0.2], [-0.1, 0.0, 0.1], [-0.5, 0.2, -0.3], [0.0, 0.2, -0.2], [0.0, 0.0, -0.2], [0.4, -0.4, 0.4], [0.0, 0.0, 0.0], [-0.3, -0.5, 0.6], [0.0, 0.0, -0.1], [0.1, 0.0, 0.1], [0.3, -0.1, -0.1], [0.0, 0.0, 0.0], [0.0, 0.0, -0.2], [0.1, -0.1, -0.1], [-0.1, 0.1, 0.1], [0.0, 0.0, 0.0], [0.0, -0.1, 0.0], [0.0, 0.0, 0.0], [-0.1, -0.2, -0.1], [0.0, -0.1, 0.3], [0.0, 0.0, 0.1], [0.1, 0.0, 0.1], [0.0, -0.2, -0.2], [0.0, 0.0, 0.0], [0.0, 0.0, -0.1], [0.0, 0.0, 0.0], [0.0, 0.0, 0.0], [0.0, 0.0, 0.0], [0.0, 0.0, 0.0], [0.0, 0.0, 0.0], [0.0, 0.0, 0.0], [0.0, 0.0, 0.0], [-0.1, 0.0, 0.0], [0.0, 0.0, 0.0], [0.0, 0.0, 0.0], [0.0, 0.0, 0.0], [0.0, 0.0, 0.0], [0.0, 0.0, 0.0], [0.0, 0.0, 0.0], [0.0, 0.0, 0.0], [0.0, 0.0, 0.0], [0.0, 0.0, 0.0], [0.0, 0.0, 0.0]],
  "s2": 2.01,
  "total_charge": -1,
  "relative_energy_kcal_mol": 10.3,
  "e_homo_ev": [-3.30, -3.92],
  "spin_multiplicity": 3
}

Record 2
{
  "formula": "C21H29N3OS",
  "method": "wB97M-V/def2-TZVPD",
  "species": ["S", "O", "N", "N", "N", "C", "C", "C", "C", "C", "C", "C", "C", "C", "C", "C", "C", "C", "C", "C", "C", "C", "C", "C", "C", "C", "H", "H", "H", "H", "H", "H", "H", "H", "H", "H", "H", "H", "H", "H", "H", "H", "H", "H", "H", "H", "H", "H", "H", "H", "H", "H", "H", "H", "H"],
  "coordinates": [[0.187, -1.825, 0.088], [-0.404, 3.273, -1.306], [-1.413, -0.226, -1.290], [0.638, 0.645, -0.653], [-3.028, -2.962, 0.409], [3.037, 0.697, -0.910], [-2.874, -1.241, 2.569], [-2.630, -0.787, 1.288], [-2.678, -1.697, 0.232], [3.370, 0.649, 1.840], [-3.267, -3.388, 1.636], [0.374, 4.085, -0.460], [4.305, 0.728, -0.354], [1.928, 0.631, -0.066], [-3.190, -2.579, 2.757], [-1.610, 2.841, -0.708], [-2.410, 2.029, -1.721], [5.865, 0.693, 1.612], [2.841, 0.725, -2.397], [4.488, 0.696, 1.021], [2.084, 0.626, 1.320], [-2.451, -1.248, -1.196], [-0.217, -0.398, -0.662], [-1.651, 0.813, -2.272], [0.899, 0.603, 2.234], [-2.180, -2.427, -2.130], [3.500, 0.634, 2.913], [-2.199, 3.712, -0.384], [0.669, 3.546, 0.448], [-0.171, 4.992, -0.175], [-3.383, -0.758, -1.512], [2.215, -0.110, -2.711], [6.583, 1.141, 0.929], [-1.387, 2.235, 0.184], [0.127, 1.291, 1.889], [-0.710, 1.145, -2.716], [6.180, -0.332, 1.810], [-2.821, -0.563, 3.410], [-3.533, -4.434, 1.717], [5.885, 1.237, 2.554], [-3.008, -3.125, -2.077], [2.351, 1.650, -2.704], [-3.336, 1.701, -1.245], [-1.277, -2.940, -1.814], [-2.247, 0.378, -3.080], [-2.059, -2.079, -3.154], [5.166, 0.770, -1.005], [3.796, 0.656, -2.911], [-2.386, 0.249, 1.105], [-3.378, -2.976, 3.742], [1.265, 4.358, -1.022], [0.436, 1.462, -1.218], [1.188, 0.874, 3.247], [-2.663, 2.676, -2.562], [0.465, -0.397, 2.250]],
  "atomic_forces_ev_per_a": [[0.4, -0.5, 0.1], [-0.2, -0.2, -0.3], [0.2, 0.2, 0.1], [-0.1, 0.5, -0.4], [0.0, 0.1, -0.5], [-0.2, -0.1, 0.0], [0.0, 0.0, -0.1], [-0.2, -0.1, 0.1], [-0.4, 0.2, 0.3], [0.0, 0.0, -0.1], [-0.1, -0.1, 0.4], [0.1, 0.1, 0.1], [0.0, 0.0, 0.1], [0.4, 0.0, 0.1], [0.1, 0.0, 0.0], [-0.3, -0.1, 0.0], [0.5, 0.0, 0.1], [0.0, -0.1, 0.0], [0.0, 0.0, 0.1], [0.0, 0.0, 0.0], [-0.1, 0.1, 0.0], [0.1, -0.5, -0.2], [0.0, -0.4, 0.0], [-0.2, 0.5, 0.0], [0.0, -0.1, 0.1], [-0.2, 0.1, 0.0], [0.0, 0.0, 0.1], [0.1, -0.1, 0.0], [0.0, 0.0, 0.0], [0.0, 0.0, 0.0], [0.1, 0.0, 0.0], [-0.1, 0.0, -0.1], [0.1, 0.0, 0.0], [0.0, 0.0, 0.0], [-0.1, 0.0, 0.0], [-0.1, -0.1, 0.0], [0.1, 0.0, 0.0], [0.0, 0.0, 0.0], [0.0, -0.1, 0.1], [0.1, 0.0, 0.1], [-0.1, -0.1, -0.1], [0.0, 0.0, -0.1], [-0.1, 0.0, 0.0], [0.0, 0.0, 0.0], [0.1, 0.0, 0.0], [0.0, 0.1, -0.1], [0.1, 0.0, -0.1], [0.0, 0.0, -0.1], [0.1, 0.1, 0.0], [0.0, -0.1, 0.1], [0.0, 0.0, 0.1], [-0.1, 0.0, 0.1], [0.0, 0.1, 0.1], [-0.1, 0.0, 0.0], [-0.1, 0.0, 0.0]],
  "total_charge": 0,
  "smiles": "COCCCN(C(=S)Nc1c(C)cc(C)cc1C)[C@@H](C)c1ccccn1",
  "relative_energy_kcal_mol": 19.5,
  "e_homo_ev": -7.53
}

Record 3
{
  "formula": "C54H46BrN2O25PS3",
  "method": "wB97M-V/def2-TZVPD",
  "species": ["Br", "S", "S", "S", "P", "O", "O", "O", "O", "O", "O", "O", "O", "O", "O", "O", "O", "O", "O", "O", "O", "O", "O", "O", "O", "O", "O", "O", "O", "O", "N", "N", "C", "C", "C", "C", "C", "C", "C", "C", "C", "C", "C", "C", "C", "C", "C", "C", "C", "C", "C", "C", "C", "C", "C", "C", "C", "C", "C", "C", "C", "C", "C", "C", "C", "C", "C", "C", "C", "C", "C", "C", "C", "C", "C", "C", "C", "C", "C", "C", "C", "C", "C", "C", "C", "C", "H", "H", "H", "H", "H", "H", "H", "H", "H", "H", "H", "H", "H", "H", "H", "H", "H", "H", "H", "H", "H", "H", "H", "H", "H", "H", "H", "H", "H", "H", "H", "H", "H", "H", "H", "H", "H", "H", "H", "H", "H", "H", "H", "H", "H", "H"],
  "coordinates": [[-0.008, 0.386, 1.792], [0.523, -8.535, -0.336], [-0.216, -2.309, 0.165], [-3.077, -7.382, 2.381], [-2.454, -7.296, 0.533], [4.240, 2.466, -4.285], [5.415, 2.853, 4.859], [4.750, 9.459, -1.782], [7.337, -1.003, -4.844], [2.180, 8.945, -1.609], [4.571, 10.836, 0.753], [-8.719, -5.348, -1.139], [2.941, 1.140, -2.360], [6.030, -2.331, -2.989], [-5.471, -1.439, 2.261], [5.079, 11.035, 5.414], [-13.078, -2.307, -0.538], [6.311, 8.832, 0.548], [-10.153, -4.901, -5.592], [-7.099, -7.239, -1.972], [5.284, 5.155, -3.581], [4.211, 4.593, 6.412], [-8.589, -6.846, -6.409], [-10.145, -1.991, 3.116], [3.781, 5.291, 1.193], [2.629, 7.068, 2.747], [2.638, 4.654, -3.435], [6.840, 9.102, 5.201], [-11.107, -2.251, -2.272], [-8.170, -1.893, 1.363], [4.461, -6.628, 0.264], [2.371, -3.771, -0.472], [-2.429, -3.628, 2.223], [1.252, -4.587, -0.201], [4.094, 4.809, 5.221], [6.341, 9.455, 4.148], [-9.484, -5.418, -4.719], [5.582, -1.227, -3.243], [-7.795, -6.746, -2.840], [-2.424, -4.245, 0.810], [-9.285, -1.986, 0.883], [3.616, -4.485, -0.725], [-1.015, -6.247, 0.227], [-7.766, -7.152, -4.234], [4.755, 3.843, 4.273], [-11.970, -2.217, -0.045], [4.672, 3.984, 2.944], [2.786, -0.135, 1.717], [3.278, 6.071, 3.332], [-3.233, -2.322, 2.283], [6.659, 8.869, 2.860], [4.681, 1.365, -4.007], [5.845, 0.797, -4.658], [-4.688, -2.593, 1.994], [0.219, -6.784, -0.152], [-8.740, -5.647, -2.434], [-10.455, -2.047, 1.827], [-1.108, -4.854, 0.385], [-9.528, -5.025, -3.321], [4.325, 8.273, -2.224], [-11.715, -2.154, 1.383], [1.555, -0.608, 1.345], [1.321, -5.970, -0.344], [6.278, -0.419, -4.302], [3.884, -0.891, 1.353], [5.064, 10.462, 1.800], [1.402, -1.804, 0.648], [3.363, 5.931, 4.662], [3.990, 0.563, -2.929], [4.595, 6.052, -3.147], [4.734, 11.034, 3.093], [0.010, -4.058, 0.143], [-9.537, -2.055, -0.542], [4.424, -0.658, -2.584], [3.106, 5.832, -3.032], [3.923, 5.093, 2.384], [2.850, 8.052, -2.094], [5.329, 10.566, 4.198], [3.756, -2.081, 0.665], [5.139, 7.337, -2.717], [4.252, -5.186, 0.497], [6.066, 9.334, 1.750], [-8.558, -6.534, -5.121], [2.301, 6.782, -2.533], [2.508, -2.582, 0.289], [-10.796, -2.167, -0.983], [3.376, 4.091, -3.758], [7.378, 8.062, 2.838], [-2.804, -4.342, 2.950], [4.337, -3.803, -1.155], [1.234, 6.641, -2.433], [3.958, 9.939, -1.464], [-0.144, -8.781, -1.472], [-5.028, -3.443, 2.593], [6.207, 7.484, -2.805], [-9.241, -6.244, -6.818], [5.219, -4.738, 0.700], [-1.414, -3.382, 2.518], [-2.848, -1.683, 1.492], [6.337, 1.390, -5.416], [3.638, -4.986, 1.377], [4.005, 11.832, 3.120], [5.780, 9.332, -0.108], [4.665, -2.597, 0.424], [5.309, 2.990, 5.821], [2.919, 0.774, 2.274], [-9.174, -1.910, 3.167], [-8.687, -2.025, -1.208], [2.716, 6.925, 1.785], [-6.392, -1.706, 2.181], [5.142, 3.294, 2.256], [5.278, -6.914, 0.790], [7.421, -1.873, -4.408], [2.902, 6.626, 5.350], [-10.207, -4.231, -3.042], [3.701, -7.134, 0.705], [-3.206, -4.992, 0.799], [-12.081, -2.333, -2.308], [3.472, -5.231, -1.494], [2.824, 2.012, -2.781], [3.949, -1.259, -1.821], [4.869, -0.549, 1.620], [-3.447, -6.780, -0.318], [-2.202, -8.563, 0.012], [5.645, 10.522, 6.022], [2.222, -6.466, -0.642], [-12.563, -2.201, 2.051], [-2.703, -3.488, 0.077], [-3.106, -1.822, 3.236], [-8.059, -5.944, -0.735], [-4.835, -2.878, 0.950], [-7.095, -7.953, -4.513]],
  "atomic_forces_ev_per_a": [[0.3, 0.0, 0.0], [0.2, -0.2, 0.2], [-0.1, 0.1, -0.2], [0.1, 0.0, -0.1], [-0.6, 0.2, 0.9], [-0.3, -0.1, 0.1], [-0.1, 0.1, 0.1], [-0.1, 0.0, 0.0], [-0.1, -0.1, 0.1], [0.1, 0.2, 0.0], [0.0, -0.1, -0.1], [0.1, -0.1, 0.0], [0.1, 0.1, -0.1], [0.1, 0.0, -0.1], [0.1, -0.1, 0.2], [0.1, -0.1, 0.0], [0.0, 0.0, -0.2], [-0.1, 0.2, 0.1], [0.0, -0.1, -0.2], [0.0, 0.1, 0.2], [-0.1, -0.1, -0.1], [0.1, -0.1, 0.0], [-0.1, 0.1, 0.0], [0.1, 0.0, -0.1], [-0.1, 0.2, -0.2], [0.1, 0.0, -0.1], [0.3, 0.0, 0.0], [-0.1, 0.1, 0.2], [-0.2, 0.0, 0.1], [-0.1, -0.1, 0.2], [-0.1, 0.2, 0.4], [-0.2, 0.0, 0.6], [0.3, 0.7, 0.0], [-0.1, -0.3, -0.2], [-0.2, 0.3, 0.0], [0.2, -0.2, -0.3], [-0.1, 0.2, 0.3], [-0.3, 0.0, 0.2], [0.1, -0.2, -0.4], [0.2, 0.3, 0.2], [0.1, -0.1, -0.4], [0.4, -0.2, -0.1], [0.5, -0.2, -0.4], [0.1, -0.1, 0.1], [0.1, -0.2, -0.2], [-0.1, 0.0, 0.4], [0.0, 0.0, -0.2], [0.5, -0.1, -0.1], [-0.1, 0.1, 0.2], [0.0, -0.7, -0.7], [0.0, 0.0, 0.2], [0.3, 0.0, -0.1], [-0.1, 0.1, 0.0], [-0.4, 0.1, 0.2], [-0.3, -0.1, -0.1], [-0.2, 0.2, 0.0], [-0.2, 0.0, 0.2], [-0.3, -0.5, 0.2], [-0.1, 0.1, -0.1], [0.3, 0.0, 0.0], [-0.1, 0.0, -0.1], [-0.8, -0.2, 0.0], [0.0, -0.1, 0.1], [0.1, 0.2, -0.2], [0.0, 0.1, 0.1], [-0.2, 0.2, 0.2], [-0.4, -0.3, -0.2], [0.0, 0.0, 0.1], [-0.1, -0.1, 0.1], [0.1, 0.2, 0.1], [0.0, 0.0, -0.1], [0.0, 0.4, 0.1], [0.2, 0.0, 0.0], [0.1, -0.2, 0.0], [-0.3, -0.1, 0.0], [0.2, -0.3, 0.1], [-0.4, -0.4, 0.0], [-0.2, 0.2, 0.0], [0.0, -0.2, 0.0], [0.1, 0.0, -0.1], [-0.2, -0.1, -0.1], [0.1, -0.2, 0.0], [0.2, -0.2, -0.1], [-0.1, 0.1, 0.0], [0.2, 0.5, 0.1], [0.3, 0.0, -0.1], [0.0, 0.2, 0.0], [0.0, 0.0, 0.0], [-0.1, -0.2, 0.0], [0.0, 0.3, -0.2], [0.0, 0.0, 0.0], [0.0, 0.1, 0.1], [0.0, 0.2, -0.1], [0.0, 0.0, 0.2], [0.0, 0.0, 0.0], [0.0, 0.0, 0.0], [0.2, 0.1, 0.0], [0.3, -0.1, 0.1], [0.1, 0.4, 0.1], [0.0, 0.0, 0.0], [-0.1, 0.0, 0.1], [0.0, 0.0, 0.0], [0.0, -0.1, -0.1], [0.1, -0.2, -0.1], [0.0, 0.0, 0.0], [-0.2, 0.2, 0.1], [0.0, 0.0, 0.0], [0.0, 0.0, 0.0], [0.0, 0.0, 0.0], [0.0, 0.2, -0.2], [0.0, 0.0, 0.0], [0.1, -0.1, -0.1], [0.0, 0.0, 0.0], [0.0, 0.0, 0.0], [0.1, 0.0, 0.0], [-0.1, -0.1, -0.2], [-0.2, -0.1, -0.2], [0.0, 0.1, 0.0], [-0.2, -0.1, -0.2], [0.0, 0.0, 0.0], [-0.1, 0.1, 0.0], [0.2, 0.0, 0.0], [0.2, -0.1, -0.3], [0.2, 0.1, -0.3], [0.0, 0.0, 0.0], [0.2, 0.0, -0.1], [0.0, 0.0, 0.0], [-0.1, 0.2, -0.1], [-0.1, 0.0, 0.2], [0.0, 0.0, 0.0], [0.2, -0.1, -0.2], [0.0, 0.0, 0.0]],
  "total_charge": 0,
  "smiles": "NCCN1c2cccc(Br)c2Sc2c1cc(S)c([PH2]=S)c2CCCCO.O=C1C=C(O)C(=O)C=C1O.O=C1C=C(O)C(=O)C=C1O.O=C1C=C(O)C(=O)C=C1O.O=C1C=C(O)C(=O)C=C1O.O=C1C=C(O)C(=O)C=C1O.O=C1C=C(O)C(=O)C=C1O",
  "e_homo_ev": -7.93
}